23
Properties=species:S:1:pos:R:3:forces:R:3 method="wB97M-V/def2-TZVPD" total_charge=+1 de_lowest_kj_mol=0.0 homo_lumo_gap_ev=7.54
C 1.1667 0.2281 -1.2900 -1.434 0.835 0.499
C 0.3525 0.0103 -2.4132 0.319 -0.145 -0.758
C -0.4349 -1.1629 -2.5550 -0.293 0.582 0.744
C -0.4498 -2.1542 -1.5392 -0.259 -0.145 0.261
C 0.0922 -1.9102 -0.2839 -0.877 0.434 0.277
Ti -0.4627 -0.0264 -0.2651 2.229 -2.308 -2.524
P -0.4097 2.6772 0.1274 -0.060 1.000 0.732
H 2.0659 0.8404 -1.3002 -0.156 -0.035 -0.062
H 0.2996 0.7313 -3.2418 0.501 -0.443 0.143
H -0.9851 -1.3544 -3.4779 -0.045 0.345 0.380
H 0.2944 -2.6882 0.4527 0.088 0.028 -0.303
H -0.9535 -3.1015 -1.7665 0.285 0.242 0.033
H -1.3540 3.2607 1.0396 0.348 -0.014 -0.456
H -0.2471 3.7741 -0.7710 -0.219 -0.448 0.231
H 0.7298 2.9853 0.9316 -0.316 -0.238 -0.301
N 1.1794 -0.1311 3.4824 0.076 0.077 -0.392
C -0.0066 -0.2074 2.8643 0.082 0.182 -0.002
N -1.0696 -0.5388 3.6063 -0.351 0.127 -0.065
O -0.1168 0.0491 1.6298 -0.049 0.181 1.679
H 1.2758 -0.2717 4.4783 0.070 -0.006 -0.301
H 1.9916 0.0971 2.9252 -0.135 -0.084 0.205
H -1.9967 -0.4915 3.1833 0.569 -0.102 0.416
H -0.9614 -0.6084 4.6133 -0.373 -0.066 -0.435


19
Properties=species:S:1:pos:R:3:forces:R:3 method="wB97M-V/def2-TZVPD" de_lowest_kj_mol=533.7 homo_lumo_gap_ev="8.59 / 8.58"
C -0.9913 -0.8843 -0.3311 0.124 -0.519 0.358
C 0.2116 1.2874 0.1301 1.353 -1.765 -1.365
C -0.5779 0.4437 -0.9487 -0.871 2.397 0.811
C 0.2334 0.3267 -2.2088 -1.959 -6.452 1.060
N -0.7230 0.2272 2.2418 -1.533 -0.736 2.080
N 1.8060 0.1171 2.4756 -0.570 -0.153 -1.352
N 0.1579 -1.6546 0.0951 2.109 3.096 -0.453
S 0.5910 0.0852 1.5034 -0.246 -1.216 1.095
H -1.5008 -0.7146 0.6213 -1.289 0.269 -0.866
H -1.5587 -1.3943 -1.0934 -0.484 -0.566 -0.045
H 1.2008 1.5358 -0.3344 -0.848 0.320 0.790
H -0.3979 2.0965 0.5100 0.419 0.067 0.423
H -1.5089 1.0665 -1.1468 0.836 -0.946 0.237
H 0.9857 -0.4258 -1.9610 0.639 0.227 0.186
H 0.7029 1.1122 -2.5806 1.535 3.806 -1.746
H -0.3074 -0.3391 -2.9498 0.143 1.444 0.278
H -0.9502 -0.3625 3.1226 1.258 1.270 -2.058
H 2.7259 -0.1438 2.1306 -0.172 -0.030 -0.421
H -0.0991 -2.3792 0.7241 -0.445 -0.512 0.990


5
Properties=species:S:1:pos:R:3:forces:R:3 method="wB97M-V/def2-TZVPD" smiles=[nH]1[nH]o1 de_lowest_kj_mol=596.4 homo_lumo_gap_ev=11.50
N 0.1230 0.7484 0.1556 1.628 2.231 -1.757
N 0.2074 -0.6519 -0.0462 1.356 -1.370 -2.286
O -1.0228 -0.0015 0.0573 -2.469 -1.308 0.934
H 0.1835 1.2288 -0.8765 0.412 -1.583 2.783
H 0.5089 -1.3238 0.7099 -0.927 2.029 0.325


10
Properties=species:S:1:pos:R:3:forces:R:3 method="wB97M-V/def2-TZVPD" de_lowest_kj_mol=582.8 homo_lumo_gap_ev="7.88 / 7.88"
C 0.5076 1.5838 -0.3863 0.767 -2.955 -0.041
C 0.6749 0.3633 -0.3773 -0.629 2.004 0.755
C -2.7496 1.0982 0.6358 0.827 2.021 0.751
Si 1.2542 -1.3759 -0.0036 0.602 0.512 -1.949
Br -3.0044 -0.5663 0.0014 0.614 -0.484 -0.197
H -1.6448 1.4813 0.7481 -1.592 -1.544 -0.485
H 0.5184 2.6403 -0.3811 -0.226 0.382 -0.130
H 1.8110 -1.6805 -1.4170 -0.185 -0.179 1.154
H 0.2144 -2.4625 0.2544 0.606 0.890 0.309
H 2.4184 -1.0817 0.9256 -0.784 -0.646 -0.168


85
Properties=species:S:1:pos:R:3:forces:R:3 method="wB97M-V/def2-TZVPD" smiles="O=C1OC[C@@H](F)O1.O=C1OC[C@@H](F)O1.O=C1OC[C@@H](F)O1.O=C1OC[C@@H](F)O1.O=C1OC[C@@H](F)O1.O=S1(=O)OCCO1.CNC(C)=O.CNC(C)=O" homo_lumo_gap_ev=8.57
O -3.8997 -3.2619 2.5087 0.332 -0.153 -0.866
C -3.7034 -2.2438 3.0870 -1.294 -1.334 -3.056
O -3.5479 -1.0328 2.5045 -0.423 -0.050 -0.266
C -3.2435 -0.1098 3.5321 2.412 0.248 -0.912
C -3.3879 -0.9058 4.7629 0.671 -0.342 2.022
F -4.3380 -0.3485 5.5169 -1.248 0.140 1.088
O -3.7161 -2.1871 4.3708 -0.423 0.126 2.211
H -2.1688 0.0455 3.4373 0.105 0.731 -0.182
H -3.7706 0.8441 3.5105 -0.321 -0.427 -0.126
H -2.5275 -1.1269 5.3945 0.361 1.084 0.065
O -3.1141 0.1135 -1.5598 -2.212 -2.338 0.243
C -4.0795 -0.6277 -1.5201 -0.281 1.992 -0.458
O -5.0884 -0.6847 -2.4875 1.106 -0.330 0.642
C -5.8733 -1.8424 -2.1897 0.093 -0.749 0.524
C -5.6755 -2.0139 -0.6871 -1.869 2.630 -0.647
F -5.5382 -3.2053 -0.2399 0.025 -4.016 0.499
O -4.4917 -1.3912 -0.4653 3.108 1.943 0.044
H -6.9278 -1.7607 -2.4532 0.329 0.362 -0.276
H -5.4133 -2.7323 -2.6192 -0.133 -0.011 -0.521
H -6.4606 -1.5552 -0.0861 -0.158 0.411 -0.003
O -0.6923 5.0803 0.4475 0.179 -3.104 2.992
C -0.5707 4.2237 1.3263 -0.074 1.734 -1.454
O -0.4855 2.8610 1.1369 -0.486 1.421 -0.212
C 0.1016 2.2971 2.2857 2.320 -0.051 0.400
C 0.0102 3.3804 3.3650 -3.973 -2.424 -0.699
F 1.1066 3.5740 3.9974 3.758 1.168 1.094
O -0.4868 4.5087 2.7040 0.278 -0.226 -1.611
H -0.1038 1.2625 2.5605 -1.471 0.305 -0.137
H 1.1642 2.1304 2.1092 0.439 0.507 -0.369
H -0.6534 3.0131 4.1478 -0.883 0.580 -0.022
O 4.2818 -5.7737 -5.1420 -2.134 3.091 0.146
C 3.5313 -4.8245 -4.9061 2.478 -3.040 0.135
O 2.7783 -4.7574 -3.8152 0.114 -2.157 1.626
C 2.2026 -3.4955 -3.6399 0.158 0.440 -1.705
C 2.1367 -3.1530 -5.1409 0.075 2.474 2.566
F 2.2334 -1.7743 -5.2475 -0.384 -0.943 -0.692
O 3.3457 -3.6969 -5.6084 -0.569 -0.179 -1.455
H 1.2272 -3.5934 -3.1634 0.309 0.145 0.099
H 2.9181 -2.8243 -3.1647 -0.416 0.029 0.335
H 1.1836 -3.5364 -5.5053 0.398 0.086 -1.178
O 2.3805 -1.9791 -1.0403 -3.253 0.570 1.261
C 1.2788 -2.0244 -0.4881 3.418 -0.070 -0.807
O 0.8263 -3.0971 0.1123 -0.908 -1.992 0.419
C -0.5681 -2.9131 0.4322 -0.041 1.880 0.273
C -0.5630 -1.3518 0.6125 -2.151 -2.929 -1.538
F -0.1954 -1.0078 1.8239 0.773 0.789 2.152
O 0.3823 -1.0373 -0.3186 1.208 2.315 -1.312
H -1.1872 -3.0797 -0.4493 0.027 -0.531 0.064
H -0.9038 -3.4601 1.3132 0.390 -0.105 -0.225
H -1.5252 -0.8896 0.3919 0.153 0.154 -0.295
O 1.7909 -0.3783 3.4656 -1.534 -1.591 3.488
S 1.2756 -1.0273 4.7030 2.691 -0.351 -2.509
O 1.0019 -2.4753 4.6694 0.018 3.562 0.531
O 2.3955 -0.6973 5.9581 -2.231 -1.153 -4.305
C 1.6840 -0.1164 6.9896 1.991 1.150 1.891
C 0.2639 0.2290 6.6778 -1.956 -2.129 0.067
O 0.0404 -0.1001 5.2727 1.496 -0.115 -0.423
H 1.9315 -0.8317 7.7740 -1.025 0.628 0.908
H 2.1726 0.8476 7.1311 0.282 -0.089 0.655
H -0.0166 1.2310 7.0025 0.154 0.154 -0.914
H -0.4581 -0.4533 7.1266 0.202 0.085 0.718
C 7.1798 0.9931 -3.3497 -0.308 -1.236 0.054
N 5.7625 0.5679 -3.4206 2.136 1.629 0.195
C 4.8803 1.5609 -3.1686 -2.615 -2.386 0.614
C 3.4866 1.0348 -3.0898 -0.990 0.430 -0.717
O 5.0649 2.7239 -3.0187 1.730 2.402 0.012
H 7.2797 2.0729 -3.2399 -0.406 -0.148 -0.461
H 7.6531 0.5969 -4.2481 0.468 0.322 0.189
H 7.6299 0.5806 -2.4467 0.237 -0.239 -0.104
H 5.5261 -0.4048 -3.2862 -0.112 0.378 -0.034
H 2.7716 1.8575 -3.0858 0.228 0.145 0.325
H 3.3044 0.4099 -2.2154 0.018 -0.404 -0.371
H 3.3345 0.5972 -4.0764 -0.404 -0.914 0.309
C -0.4943 1.9403 -2.2235 0.827 -0.825 -0.143
N -0.7351 3.3697 -2.3968 -0.176 -0.917 0.456
C -1.3991 3.8636 -3.4527 -1.941 -1.670 -2.230
C -1.9268 5.2312 -3.2609 0.204 2.420 0.494
O -1.6957 3.2159 -4.4857 0.903 0.872 1.970
H -0.5189 1.5425 -1.2090 0.251 1.032 0.463
H 0.4770 1.6727 -2.6396 0.070 -0.083 -0.002
H -1.2084 1.2344 -2.6475 -0.384 0.924 -0.792
H -0.5069 4.0343 -1.6713 -0.114 -0.404 0.214
H -2.9195 5.4978 -3.6235 0.013 -0.906 -0.396
H -1.2769 5.9640 -3.7392 0.212 -0.061 -0.309
H -1.9390 5.5800 -2.2283 0.152 -0.369 0.289


16
Properties=species:S:1:pos:R:3:forces:R:3 method="wB97M-V/def2-TZVPD" total_charge=+1 de_lowest_kj_mol=146.8 homo_lumo_gap_ev=8.77
C -1.6782 1.2460 1.2002 -0.034 0.021 -0.636
C 1.2916 -2.3541 0.6298 0.142 -0.005 -0.125
C 1.3159 -1.3074 -0.1737 0.486 0.710 0.987
N -0.9573 1.1446 0.1477 0.017 -0.673 0.569
N -0.6755 2.1135 -0.7183 -0.084 0.873 -0.793
N 0.3379 -0.9734 -1.1333 -0.101 -0.089 -0.377
I 2.6326 0.3418 0.2173 -0.355 -0.611 -0.255
H -2.1254 2.1922 1.4697 0.136 0.122 0.028
H -1.9240 0.3605 1.7574 0.170 -0.213 0.032
H 1.9745 -2.4615 1.4516 0.201 0.045 0.072
H 0.5933 -3.1626 0.4835 -0.211 -0.117 -0.159
H -0.9502 3.0626 -0.5000 0.035 -0.217 0.207
H 0.1704 2.0024 -1.2629 -0.065 -0.174 0.318
H -0.5474 0.2142 -0.2176 -0.188 0.340 0.165
H 0.7645 -0.6272 -1.9899 -0.099 -0.051 0.023
H -0.2225 -1.7917 -1.3616 -0.049 0.039 -0.056